# 1
Formula: C4H7NO2
Source: the Open Molecules 2025 dataset
Level of theory: ωB97M-V/def2-TZVPD

ORCA input file:
```
! wB97M-V def2-TZVPD RIJCOSX def2/J DEFGRID3
* xyz 0 1
O -0.1786 -0.6364 -1.4842
O 1.9392 -0.4224 0.3246
N -0.3732 0.8176 -1.5074
C -1.4946 -1.4405 0.3060
C 0.6166 0.0266 0.5330
C -0.3955 -0.8575 -0.1342
C 0.2978 1.3056 -0.2627
H 1.9861 -0.7374 -0.5903
H 0.1480 1.1053 -2.3323
H -1.7333 -1.4560 1.3598
H -0.4091 1.9376 0.2841
H -2.2056 -1.8393 -0.4066
H 0.4962 0.1291 1.6111
H 1.2153 1.8651 -0.4635
*
```

Calculated values
Energy relative to the best compared isomer or geometry (same formula, charge and spin), kJ/mol: 355.77
E, eV: -9843.59240

---

# 2
Formula: C4H7NO2
Source: the Open Molecules 2025 dataset
Level of theory: ωB97M-V/def2-TZVPD

ORCA input file:
```
! wB97M-V def2-TZVPD RIJCOSX def2/J DEFGRID3
* xyz 0 1
O -1.0757 2.3327 1.8131
O 0.0250 -1.3003 -0.6211
N -0.7004 0.6007 0.3644
C 1.7431 0.1609 0.0637
C 0.2686 -0.1230 -0.0485
C -1.3560 -1.6448 -0.7723
C -0.4376 1.8522 0.9105
H 1.9717 1.1469 -0.3528
H -1.8315 -0.9694 -1.4887
H 0.3794 2.4226 0.4205
H 2.0488 0.1708 1.1142
H -1.8737 -1.5566 0.1853
H -1.3662 -2.6718 -1.1370
H 2.3185 -0.5939 -0.4719
*
```

Calculated values
Energy relative to the best compared isomer or geometry (same formula, charge and spin), kJ/mol: 119.41
E, eV: -9846.04211

---

# 3
Formula: C4H7NO2
Source: the Open Molecules 2025 dataset
Level of theory: ωB97M-V/def2-TZVPD

ORCA input file:
```
! wB97M-V def2-TZVPD RIJCOSX def2/J DEFGRID3
* xyz 0 1
O 2.7845 -1.3928 0.8693
O 0.8661 -1.2334 -0.3037
N 1.3101 0.3964 1.2620
C -1.5334 -1.0108 -0.0327
C 0.2023 0.6767 0.7051
C 1.7697 -0.8135 0.6324
C -0.2171 -0.3169 -0.3435
H 0.2043 2.7943 -1.4890
H 0.8283 2.7595 -1.0829
H -1.7119 -1.8144 -0.7518
H -0.3908 1.5438 0.9906
H -0.2426 0.1480 -1.3372
H -1.5080 -1.4403 0.9737
H -2.3616 -0.2965 -0.0922
*
```

Calculated values
Energy relative to the best compared isomer or geometry (same formula, charge and spin), kJ/mol: 160.28
E, eV: -9845.61847

---

# 4
Formula: C4H7NO2
Source: the Open Molecules 2025 dataset
Level of theory: ωB97M-V/def2-TZVPD

ORCA input file:
```
! wB97M-V def2-TZVPD RIJCOSX def2/J DEFGRID3
* xyz 0 1
O 1.8420 1.8838 0.4189
O -0.7882 -1.5572 -1.8052
N 0.1392 -0.0806 1.3175
C -0.0213 -1.1743 -0.9542
C 0.8142 1.6439 -0.0925
C -0.4211 -1.1693 0.5199
C -0.2228 1.5617 -0.9102
H -0.4956 0.2399 2.0387
H -1.5129 -1.1174 0.5401
H -0.1335 -2.1618 0.8956
H 1.0286 -0.9111 -1.1908
H 1.0347 -0.2855 1.7471
H -0.1026 2.0264 -1.8781
H -1.1606 1.1013 -0.6468
*
```

Calculated values
Energy relative to the best compared isomer or geometry (same formula, charge and spin), kJ/mol: 254.57
E, eV: -9844.64129

---

- Among the records above, which one has the lowest energy relative to the best compared isomer or geometry (same formula, charge and spin)?
  number 2

---

- E of number 3 (C4H7NO2)?
  -9845.61847 eV

---

- E of number 3 (C4H7NO2)?
  -9845.61847 eV

---

- Which of these has the lowest energy relative to the best compared isomer or geometry (same formula, charge and spin)?
  number 2